Record 1
Formula: C21H45AuGeNOSi3
Source: OMol25
Level of theory: the ωB97M-V functional and the def2-TZVPD basis

Each line ends with the Mulliken spin population.
Cartesian coordinates (Å):
1 Au -0.615 -0.130 -0.737  0.2629
2 Ge -2.998 2.505 -0.448  -0.0057
3 Si 1.712 -1.364 1.316  -0.0668
4 Si 2.114 1.239 -0.530  0.0251
5 Si 1.719 -1.708 -1.834  0.0374
6 O -3.135 -1.672 -0.438  0.0192
7 N -0.471 -0.925 2.891  0.2495
8 C 1.483 -0.235 4.013  -0.2088
9 C -0.586 -0.428 5.270  0.0965
10 C -3.554 2.154 -2.340  0.0029
11 C 0.696 -3.250 -1.905  0.0222
12 C -2.231 4.319 -0.697  0.0161
13 C 0.857 -0.705 2.893  0.3794
14 C -2.265 -1.218 -1.365  0.1676
15 C 1.971 2.193 1.090  -0.0318
16 C -2.898 -2.040 0.890  0.0309
17 C 3.884 1.187 -1.240  -0.0001
18 C -2.797 -1.242 -2.746  0.0518
19 C 1.443 -0.550 -0.346  -0.0383
20 C -4.693 2.464 0.571  0.0130
21 C 3.543 -2.438 -1.878  0.0162
22 C 3.500 -1.221 1.811  0.0177
23 C -1.140 -0.801 4.031  -0.0334
24 C 0.783 -0.182 5.221  0.4026
25 C 1.360 -0.750 -3.463  0.0016
26 C 1.024 -3.103 1.356  0.0268
27 C -1.559 1.425 0.398  0.4163
28 C 1.283 2.405 -1.760  0.0114
29 H -2.212 -0.946 3.988  0.0514
30 H -3.870 3.099 -2.788  -0.0005
31 H -5.462 3.166 0.080  0.0015
32 H 4.176 -1.729 -2.427  -0.0011
33 H -3.624 -2.816 1.167  0.0006
34 H -1.179 -0.328 6.188  0.0165
35 H -4.548 2.851 1.601  -0.0020
36 H 0.806 -3.588 -2.922  0.0022
37 H 1.164 1.949 1.840  0.0146
38 H 3.997 0.447 -2.030  0.0000
39 H -5.055 1.425 0.578  -0.0007
40 H 0.300 -0.552 -3.495  0.0022
41 H 3.986 -2.657 -0.916  -0.0018
42 H 3.796 -2.017 2.501  -0.0046
43 H -4.338 1.415 -2.449  0.0004
44 H 1.863 3.251 0.864  -0.0066
45 H 2.911 2.091 1.663  0.0167
46 H 1.699 -3.740 0.796  0.0050
47 H -2.711 1.782 -2.917  0.0001
48 H -2.307 -2.124 -3.212  0.0033
49 H -2.352 -0.411 -3.265  -0.0009
50 H 1.133 2.098 -2.786  0.0015
51 H -3.070 -1.218 1.622  -0.0014
52 H 0.040 -3.177 0.937  0.0088
53 H 0.922 -3.518 2.373  0.0054
54 H 2.529 0.076 4.023  -0.0026
55 H 0.336 2.755 -1.306  -0.0098
56 H -1.859 -2.403 1.100  -0.0073
57 H 3.683 -0.268 2.320  0.0013
58 H -1.762 4.310 -1.667  -0.0008
59 H -3.051 5.102 -0.736  -0.0001
60 H -3.876 -1.369 -2.735  0.0101
61 H 1.977 3.275 -1.822  0.0003
62 H -1.561 4.603 0.107  -0.0005
63 H 1.993 0.127 -3.647  0.0001
64 H 1.153 -4.047 -1.299  0.0049
65 H -0.371 -3.332 -1.599  -0.0063
66 H -2.100 1.092 1.346  -0.0048
67 H 1.545 -1.492 -4.224  -0.0001
68 H 4.716 1.054 -0.567  -0.0001
69 H 3.990 2.170 -1.708  0.0003
70 H 1.240 0.093 6.164  0.0393
71 H 3.511 -3.363 -2.460  0.0016
72 H -0.775 2.119 0.760  -0.0242
73 H 4.185 -1.187 0.937  0.0056

Calculated values
Frontier orbital gap (alpha / beta)   2.1 / 5.4 eV
E_tot   -4038.129035 Ha
Energy above the lowest of the compared OMol25 structures with the same formula, charge and spin   43.50 kcal per mole
F_max   3.431 eV/A
Spin multiplicity   3
Charge   -1
HOMO (alpha / beta)   0.19 / -4.18 eV

=====

Record 2
Formula: C22H47N5OPY
Source: OMol25
Level of theory: the ωB97M-V functional and the def2-TZVPD basis

Each line ends with the Mulliken charge.
Cartesian coordinates (Å):
1 Y 0.270 0.008 0.126  2.0304
2 P 2.956 -0.014 2.511  0.2724
3 O -1.133 1.486 1.353  -0.5581
4 N -0.958 -1.807 1.297  -0.4360
5 N 1.770 -0.119 1.465  -0.4374
6 N 1.896 -0.567 -1.687  -0.4461
7 N -0.795 -1.691 -1.596  -0.0171
8 N -0.707 1.946 -1.188  0.1946
9 C 5.149 -0.452 0.812  -1.8030
10 C 0.922 -0.018 4.440  -1.2742
11 C 2.476 2.614 3.370  -1.8574
12 C 4.883 1.980 3.322  -1.8158
13 C -1.428 -2.822 -0.873  -1.0709
14 C 0.215 -2.088 -2.608  -1.0372
15 C 1.630 -1.971 -2.073  -0.1088
16 C -0.810 -3.041 0.495  -0.1791
17 C -1.160 3.035 -3.272  -0.9607
18 C -0.600 2.022 -2.525  -0.1092
19 C 5.402 -1.434 3.080  -1.9420
20 C -1.876 4.023 -2.608  -0.2636
21 C 2.325 -0.600 4.189  1.9554
22 C 3.222 -0.254 5.385  -1.8656
23 C 3.826 -2.427 1.415  -2.2525
24 C 3.530 1.778 2.627  1.9428
25 C -2.002 3.951 -1.233  -1.0248
26 C -1.475 2.823 0.942  -0.5202
27 C 3.598 2.384 1.215  -1.5302
28 C 2.137 -2.124 4.150  -1.9695
29 C -1.400 2.901 -0.558  0.5692
30 C 4.389 -1.110 1.974  2.3255
31 H 6.220 -2.007 2.638  0.5345
32 H 4.358 1.942 0.580  0.3102
33 H -2.561 4.699 -0.685  0.4802
34 H 5.068 3.053 3.409  0.5325
35 H 4.236 -0.632 5.276  0.3008
36 H -0.441 -1.894 2.169  0.0184
37 H 3.378 -3.065 2.172  0.3134
38 H -1.272 -3.903 0.978  0.5584
39 H 0.032 -3.104 -2.965  0.3599
40 H 5.737 0.409 1.120  0.2938
41 H 2.736 3.668 3.252  0.6398
42 H 2.342 -2.335 -2.815  0.5514
43 H 0.107 -1.430 -3.474  0.4163
44 H -1.375 -3.741 -1.460  0.3543
45 H 3.078 -2.668 4.153  0.3348
46 H -0.766 3.530 1.381  0.3496
47 H 4.975 -2.047 3.872  0.3186
48 H 5.845 -1.186 0.401  0.6337
49 H 0.513 -0.492 5.333  0.5689
50 H 4.648 -2.986 0.964  0.6145
51 H 1.557 -2.440 3.279  0.2192
52 H 1.480 2.465 2.949  0.1128
53 H 0.258 -3.258 0.412  0.1220
54 H 5.835 -0.543 3.531  0.3159
55 H 2.774 -0.508 -1.177  -0.0451
56 H 1.754 -2.592 -1.183  0.0332
57 H 0.260 -0.234 3.598  -0.0640
58 H 3.273 0.817 5.572  0.3004
59 H 5.711 1.559 2.757  0.2875
60 H 1.592 -2.425 5.047  0.6179
61 H 2.797 -0.716 6.279  0.5198
62 H -1.935 -1.671 1.543  0.2877
63 H -2.333 4.834 -3.158  0.4499
64 H 2.632 2.305 0.711  0.0761
65 H -2.478 3.069 1.291  0.4555
66 H 3.076 -2.231 0.648  0.5113
67 H 0.920 1.054 4.612  0.2659
68 H 4.483 -0.137 0.006  0.0310
69 H -2.488 -2.591 -0.746  0.4149
70 H 4.908 1.564 4.327  0.3006
71 H 3.838 3.445 1.318  0.5506
72 H -1.077 1.463 2.318  0.2615
73 H -0.038 1.230 -3.007  0.3118
74 H -1.040 3.051 -4.345  0.4455
75 H 2.446 2.412 4.438  0.2872
76 H 2.013 -0.001 -2.523  0.3051
77 H -1.535 -1.201 -2.087  0.3307

Calculated values
Frontier orbital gap   8.5 eV
E_tot   -1594.857584 Ha
Energy above the lowest of the compared OMol25 structures with the same formula, charge and spin   0.97 kcal per mole
F_max   0.538 eV/A
Charge   +2
HOMO   -13.70 eV

=====

Record 3
Formula: H41O21
Source: OMol25
Level of theory: the ωB97M-V functional and the def2-TZVPD basis

Each line ends with the natural charge from an NBO analysis.
Cartesian coordinates (Å):
1 O -1.359 -3.814 -1.732  -0.9861
2 O 0.494 -1.616 -2.942  -0.9784
3 O 3.217 -1.028 -3.011  -0.9950
4 O 2.190 -0.693 0.347  -0.9866
5 O -1.033 -2.669 1.152  -1.0846
6 O 1.072 -5.153 -0.618  -0.9538
7 O -3.188 2.132 -2.516  -0.9633
8 O -3.673 0.945 1.925  -0.9841
9 O 1.387 3.631 2.423  -0.9766
10 O -0.150 0.242 -4.786  -0.9932
11 O -2.621 0.024 -0.414  -0.9914
12 O 3.095 2.020 1.622  -0.9757
13 O 1.828 4.371 -1.609  -0.9924
14 O -0.553 2.990 -2.504  -0.9494
15 O -1.285 1.796 1.515  -1.0085
16 O -2.580 -0.956 3.207  -1.0323
17 O 0.813 -2.123 4.803  -0.9602
18 O 2.881 1.697 -1.771  -0.9892
19 O -2.551 3.848 0.421  -1.0140
20 O -0.213 -0.507 2.165  -1.2193
21 O 1.893 -3.728 2.179  -0.9423
22 H -1.687 3.362 0.829  0.5260
23 H 0.853 -4.297 -0.195  0.4889
24 H -1.772 -0.589 2.649  0.4958
25 H -2.438 -1.871 2.912  0.4935
26 H 1.262 2.822 2.975  0.4679
27 H 1.760 -4.635 2.578  0.4610
28 H 2.180 3.510 -1.322  0.4842
29 H 3.140 -0.853 0.468  0.4649
30 H 1.422 -1.547 -2.843  0.4961
31 H -0.406 2.742 -3.458  0.4803
32 H 1.007 -3.845 1.806  0.4792
33 H 3.352 1.913 -2.618  0.4994
34 H 2.386 1.492 2.061  0.4877
35 H -3.241 0.406 0.229  0.5044
36 H -0.998 -4.605 -1.419  0.4927
37 H -4.032 2.536 -2.634  0.4586
38 H -2.890 2.691 -1.680  0.5006
39 H 0.884 4.257 -1.738  0.4950
40 H 2.515 0.860 -1.658  0.4991
41 H 2.208 3.723 1.937  0.5038
42 H -0.726 -1.690 1.458  0.4948
43 H 0.030 -0.434 -4.105  0.4981
44 H 0.071 -1.558 4.743  0.4853
45 H 1.095 -4.889 -1.571  0.4660
46 H 1.602 -1.828 4.431  0.4781
47 H -0.890 2.224 -2.094  0.4738
48 H 3.837 -0.709 -2.412  0.5007
49 H 3.408 -1.545 -3.813  0.5083
50 H -3.081 4.087 1.141  0.4576
51 H -1.834 0.539 -0.560  0.4692
52 H 0.118 -1.790 -2.108  0.4976
53 H -2.916 0.414 2.329  0.4936
54 H -1.519 -2.505 0.364  0.4795
55 H -0.934 0.704 -4.550  0.4644
56 H -2.053 1.619 2.052  0.4839
57 H 1.688 -1.131 1.052  0.5158
58 H 0.118 -1.088 2.816  0.4389
59 H -1.359 -3.556 -2.629  0.4909
60 H -4.407 0.641 2.476  0.4816
61 H 3.136 1.832 0.690  0.4913
62 H -0.551 1.182 1.556  0.5278

Calculated values
Frontier orbital gap   8.6 eV
E_tot   -1604.605481 Ha
Energy above the lowest of the compared OMol25 structures with the same formula, charge and spin   111.47 kcal per mole
F_max   4.130 eV/A
Charge   -1
HOMO   -6.73 eV

=====

Record 4
Formula: C35H52ClN2O5
Source: OMol25
Level of theory: the ωB97M-V functional and the def2-TZVPD basis

Each line ends with the Mulliken charge.
Cartesian coordinates (Å):
1 Cl 4.266 -4.338 5.466  -0.2199
2 O -2.408 1.836 -3.726  -0.2470
3 O -1.181 0.994 3.634  -0.6090
4 O 4.526 0.599 -0.472  -0.5315
5 O 3.529 4.441 2.606  -0.5268
6 O -5.124 -1.065 -4.009  -0.5592
7 N -6.209 -2.261 -6.562  -0.0646
8 N -2.143 0.548 5.834  0.0264
9 C 1.326 -0.683 -0.597  0.0575
10 C -1.327 2.537 -3.053  -0.7090
11 C -0.486 0.040 -2.469  -0.2368
12 C 3.191 -3.759 4.057  -0.3761
13 C 3.523 0.761 1.853  0.5140
14 C 6.509 5.058 3.828  -1.1367
15 C 1.457 0.408 4.120  1.0740
16 C 7.369 1.442 0.826  -0.6094
17 C -7.062 -2.120 -7.806  -0.8555
18 C -3.704 2.159 -3.140  -0.4933
19 C 8.210 3.471 2.386  -0.5540
20 C 1.090 -2.219 3.338  -0.8514
21 C 2.515 -1.748 -0.470  -0.8949
22 C -0.435 1.601 -2.088  -0.3796
23 C 8.535 2.296 1.431  -0.4952
24 C 2.146 1.816 3.992  -1.0167
25 C 3.182 1.944 2.836  0.5750
26 C 1.923 -2.923 4.558  -0.5744
27 C 5.583 3.026 2.207  0.2226
28 C -2.951 1.805 5.703  -0.7795
29 C 5.931 1.833 1.236  0.1015
30 C 1.793 -0.772 3.143  0.2558
31 C -1.047 0.648 4.834  0.3251
32 C 0.956 -0.609 -2.186  -0.8854
33 C -2.943 -0.650 5.398  -0.7320
34 C 0.419 0.222 5.330  -0.9612
35 C 4.648 1.000 0.718  -0.0018
36 C 3.207 -1.827 0.981  -0.9115
37 C 2.838 -0.633 1.968  0.5949
38 C -7.138 -2.425 -5.371  -0.8669
39 C -4.404 -0.966 -5.231  -0.0789
40 C 4.031 3.293 2.569  -0.0493
41 C 6.759 3.845 2.785  0.5997
42 C -5.347 -3.493 -6.698  -0.8705
43 C -5.350 -0.989 -6.433  -0.8131
44 H -0.634 2.938 -3.874  0.2819
45 H 1.916 2.685 4.713  0.3206
46 H 5.539 5.609 3.600  0.3064
47 H -2.266 -1.535 5.150  0.2230
48 H -7.892 -3.172 -5.628  0.3881
49 H -4.480 -1.210 -3.298  0.3136
50 H -7.613 -1.466 -5.166  0.3504
51 H -3.620 2.276 -2.002  0.3498
52 H -3.671 -0.929 6.241  0.3148
53 H -4.678 -3.355 -7.548  0.3497
54 H 0.888 -1.709 -2.547  0.2995
55 H 1.180 -2.880 2.415  0.3615
56 H 1.251 -3.633 5.161  0.3800
57 H 3.030 -2.867 1.438  0.1328
58 H 0.429 -0.858 5.738  0.2210
59 H -0.790 1.698 -0.994  0.1071
60 H -1.357 -0.486 -1.954  0.2172
61 H -4.777 -3.633 -5.779  0.3759
62 H -4.410 1.264 -3.344  0.0318
63 H 1.604 0.385 -0.302  0.1475
64 H 0.013 -2.131 3.722  0.0754
65 H 2.311 -2.136 5.314  0.3810
66 H -6.572 -2.788 -4.517  0.3886
67 H 7.582 0.542 0.140  0.3475
68 H 2.089 -2.783 -0.708  0.4384
69 H -6.056 -0.155 -6.369  0.3759
70 H 4.349 -1.770 0.798  0.3310
71 H -5.999 -4.354 -6.859  0.3913
72 H 1.786 -0.085 -2.796  0.2677
73 H -6.405 -2.002 -8.666  0.3857
74 H -1.772 3.360 -2.398  0.3865
75 H -2.263 2.689 5.909  0.2845
76 H 3.886 -3.201 3.347  0.0988
77 H -3.353 1.890 4.630  0.3194
78 H 3.277 -1.487 -1.295  0.2795
79 H 0.722 0.987 6.141  0.4054
80 H -3.562 -0.301 4.482  0.2924
81 H 6.422 4.544 4.861  0.2803
82 H -4.777 -0.902 -7.358  0.3423
83 H -7.701 -1.242 -7.686  0.3873
84 H 9.085 4.057 2.815  0.2871
85 H 2.826 -4.728 3.556  0.3371
86 H -7.671 -3.019 -7.913  0.3865
87 H -0.661 -0.033 -3.606  0.2141
88 H 0.654 1.968 -2.090  0.3473
89 H -3.862 1.778 6.414  0.2897
90 H -4.072 3.123 -3.640  0.2350
91 H 7.439 5.716 3.855  0.3511
92 H -3.848 -0.024 -5.224  0.2738
93 H 9.604 1.996 1.159  0.3175
94 H -3.677 -1.784 -5.287  0.3793
95 H 0.351 -0.988 -0.077  0.1945

Calculated values
Frontier orbital gap   7.3 eV
E_tot   -2310.066826 Ha
F_max   4.774 eV/A
Charge   +1
HOMO   -9.85 eV

=====

Record 5
Formula: CH5N3O2S
Source: OMol25
Level of theory: the ωB97M-V functional and the def2-TZVPD basis

Each line ends with the natural charge from an NBO analysis.
Cartesian coordinates (Å):
1 S -2.559 -0.108 -0.126  0.1356
2 O 1.347 -1.884 -0.045  -0.5437
3 O 1.138 2.067 -0.065  -0.5480
4 N 0.089 -1.333 -0.290  -0.3328
5 N 1.221 0.676 -0.019  -0.3210
6 N -1.069 0.744 -0.070  -0.7247
7 C 0.007 0.036 -0.127  0.4960
8 H 0.209 2.246 -0.272  0.4863
9 H 1.608 -1.619 0.866  0.4639
10 H -3.198 0.702 0.734  0.1220
11 H 1.872 0.357 -0.757  0.3805
12 H -0.666 -1.884 0.171  0.3860

Calculated values
Frontier orbital gap   9.3 eV
E_tot   -753.908639 Ha
Energy above the lowest of the compared OMol25 structures with the same formula, charge and spin   80.86 kcal per mole
F_max   1.230 eV/A
Charge   0
SMILES string   ONC(=NS)NO
HOMO   -8.62 eV

=====

Record 6
Formula: C20H23N5O
Source: OMol25
Level of theory: the ωB97M-V functional and the def2-TZVPD basis

Each line ends with the natural charge from an NBO analysis.
Cartesian coordinates (Å):
1 O -2.720 -1.324 -3.732  -0.5261
2 N 2.277 1.210 1.190  -0.5986
3 N -0.761 -0.136 -2.042  -0.4795
4 N 3.118 -0.117 2.691  -0.5096
5 N 1.887 -1.198 4.333  -0.4758
6 N -3.566 2.444 3.020  -0.3022
7 C -3.007 -0.379 -2.684  0.0862
8 C 3.036 -0.941 3.705  0.2815
9 C -1.376 -1.464 -1.876  -0.0708
10 C 1.705 -0.574 -0.411  -0.4359
11 C 0.615 0.112 -2.617  -0.0296
12 C 1.608 -0.808 -1.907  -0.3980
13 C -2.620 1.836 3.271  0.2731
14 C -0.279 1.191 2.732  -0.1093
15 C -1.864 0.650 -2.614  -0.2501
16 C 2.030 0.500 2.330  0.4516
17 C 1.893 1.887 -1.105  -0.3905
18 C 1.486 0.879 0.005  -0.0518
19 C 0.848 0.407 2.971  -0.1517
20 C -1.630 -2.110 -3.255  -0.0954
21 C 0.803 -0.517 3.991  0.1706
22 C 1.083 1.571 -2.404  -0.4192
23 C -1.471 0.968 3.461  -0.1819
24 C -2.778 -1.115 -1.420  -0.4388
25 C -0.377 -0.816 4.633  -0.1821
26 C -1.560 -0.091 4.351  -0.1489
27 H 3.938 -1.443 4.068  0.1877
28 H -1.595 1.060 -3.588  0.1952
29 H 2.601 -0.649 -2.393  0.2067
30 H -0.409 -1.617 5.350  0.2354
31 H 1.714 2.917 -0.726  0.2222
32 H 0.392 1.062 0.162  0.2152
33 H 3.288 1.239 0.998  0.3974
34 H -2.459 -0.292 4.919  0.2340
35 H 1.351 -1.848 -2.053  0.2129
36 H -1.914 -3.140 -3.135  0.1726
37 H 0.207 2.236 -2.418  0.2151
38 H 2.983 1.828 -1.288  0.1918
39 H -0.287 2.009 2.023  0.2351
40 H 0.582 -0.099 -3.690  0.1854
41 H 2.685 -0.951 -0.070  0.2204
42 H -2.809 -0.487 -0.559  0.2253
43 H -0.801 -2.087 -3.955  0.1799
44 H -0.847 -2.087 -1.129  0.2119
45 H -2.123 1.441 -1.917  0.1874
46 H 1.698 1.897 -3.238  0.2163
47 H 0.921 -1.183 0.072  0.2099
48 H -3.497 -1.945 -1.342  0.2212
49 H -3.998 0.075 -2.710  0.2042

Calculated values
Frontier orbital gap   7.8 eV
E_tot   -1124.895508 Ha
Energy above the lowest of the compared OMol25 structures with the same formula, charge and spin   77.40 kcal per mole
F_max   4.463 eV/A
Charge   0
SMILES string   N#Cc1ccc2ncnc(N[C@H]3CC[C@H](N4C[C@@H]5C[C@H]4CO5)CC3)c2c1
HOMO   -8.34 eV